The molecule C2H2OS in a non-equilibrium geometry. Source: OMol25; level of theory: wB97M-V/def2-TZVPD.

```
6
C2H2OS | OMol25 | wB97M-V/def2-TZVPD
C -0.52 0.28 -0.06
C -1.79 0.01 0.12
O 0.63 -0.55 0.08
S -3.33 0.06 0.03
H -0.39 1.28 -0.36
H 1.40 -0.01 0.44
```

The relative energy (zero: lowest compared OMol25 entry of this formula, charge and spin) comes out at 0.987 eV. For the HOMO energy, the calculation gives -8.22 eV. For the frontier orbital gap, the calculation gives 7.65 eV. As for the total charge: 0. The largest force on an atom comes out at 2.26 eV/Å. The SMILES is OC=C=S. The LUMO energy is -0.0206 Ha.

***

A structure of composition C22H22FeN7S2 in a non-equilibrium geometry. Source: OMol25; level of theory: wB97M-V/def2-TZVPD.

```
54
C22H22FeN7S2 | OMol25 | wB97M-V/def2-TZVPD
Fe 8.59 9.99 9.26
C 6.04 14.17 6.87
C 7.40 14.39 6.54
C 8.41 13.83 7.34
C 8.04 12.98 8.45
C 6.69 12.75 8.67
C 5.69 13.32 7.93
N 8.95 12.14 9.03
C 10.21 12.60 9.20
C 10.64 14.00 9.27
C 11.98 14.27 9.38
C 12.93 13.25 9.61
C 12.54 11.91 9.68
C 11.20 11.64 9.55
N 10.63 10.33 9.65
N 11.43 9.34 9.85
C 10.80 8.10 10.04
C 11.57 6.96 10.27
C 10.94 5.79 10.53
C 9.56 5.76 10.61
C 8.89 6.85 10.11
N 9.47 8.02 9.86
H 5.31 14.56 6.19
H 7.73 14.92 5.71
H 9.44 14.03 6.99
H 6.47 11.97 9.39
H 4.65 13.20 8.08
H 9.88 14.81 9.09
H 12.41 15.22 9.24
H 14.02 13.39 9.64
H 13.31 11.07 9.88
H 12.64 7.07 10.18
H 11.47 4.84 10.71
H 8.99 4.82 10.85
H 7.79 6.95 10.02
C 6.12 12.33 14.30
N 6.29 11.17 13.39
C 7.24 11.15 12.46
N 8.17 12.08 12.49
S 7.12 9.90 11.22
H 5.14 12.24 14.84
H 6.10 13.26 13.77
H 7.04 12.29 14.95
H 5.65 10.40 13.38
H 8.09 12.88 13.13
H 8.74 12.24 11.63
S 7.39 9.84 4.79
C 6.57 8.66 5.79
C 6.93 8.74 7.09
N 7.81 9.78 7.33
C 8.10 10.42 6.19
H 5.95 7.85 5.40
H 6.50 8.21 7.87
H 8.85 11.18 6.09
```

The relative energy (zero: lowest compared OMol25 entry of this formula, charge and spin) comes out at 0.000 eV. For the HOMO energy (alpha / beta), the calculation gives -13.51 / -14.32 eV. Its multiplicity is 6. For the frontier orbital gap (alpha / beta), the calculation gives 6.40 / 6.41 eV. As for the total charge: +2. The largest force on an atom comes out at 3.00 eV/Å. The LUMO energy (alpha / beta) is -0.2614 / -0.2908 Ha.

***

A structure of composition C44H39AlFO2S2. Source: OMol25; level of theory: wB97M-V/def2-TZVPD.

```
89
C44H39AlFO2S2 | OMol25 | wB97M-V/def2-TZVPD
Al 0.28 0.24 0.03
C -0.06 -1.69 8.26
C -0.19 -1.11 6.88
C -0.24 -1.94 5.76
C -0.35 -1.42 4.49
C -0.40 -0.04 4.34
C -0.31 0.82 5.43
C -0.22 0.27 6.70
S -0.62 0.74 2.79
O 0.15 -0.19 1.81
C -2.33 0.62 2.32
C -2.96 1.88 2.42
C -4.23 2.04 1.95
C -4.89 0.97 1.29
C -6.18 1.14 0.74
C -6.81 0.11 0.11
C -6.17 -1.14 0.00
C -4.93 -1.34 0.53
C -4.25 -0.28 1.19
C -2.94 -0.47 1.76
C -2.49 -1.90 1.91
C -3.04 -2.58 3.05
C -3.76 -1.90 4.07
C -4.26 -2.57 5.14
C -4.07 -3.97 5.27
C -3.39 -4.65 4.30
C -2.87 -3.98 3.17
C -2.19 -4.69 2.14
C -1.68 -4.03 1.07
C -1.81 -2.62 0.97
S -1.19 -1.80 -0.48
O -2.21 -1.76 -1.54
C 0.13 -2.88 -0.98
C 0.15 -3.28 -2.30
C 1.24 -4.00 -2.77
C 2.31 -4.31 -1.93
C 3.48 -5.10 -2.44
C 2.26 -3.89 -0.60
C 1.18 -3.17 -0.12
H -0.36 -2.74 8.28
H -0.67 -1.15 8.98
H 0.98 -1.64 8.60
H -0.21 -3.01 5.89
H -0.37 -2.06 3.62
H -0.31 1.89 5.29
H -0.16 0.93 7.56
H -2.44 2.72 2.87
H -4.73 3.00 2.04
H -6.66 2.11 0.82
H -7.80 0.25 -0.30
H -6.66 -1.95 -0.52
H -4.45 -2.31 0.42
H -3.91 -0.83 3.99
H -4.79 -2.04 5.91
H -4.47 -4.49 6.12
H -3.25 -5.72 4.38
H -2.10 -5.76 2.22
H -1.17 -4.58 0.28
H -0.68 -3.03 -2.95
H 1.27 -4.31 -3.81
H 3.70 -4.86 -3.48
H 3.27 -6.17 -2.40
H 4.37 -4.92 -1.85
H 3.09 -4.11 0.06
H 1.17 -2.83 0.91
F 5.85 -0.44 -2.19
C 4.60 -0.33 -1.69
C 3.55 -0.15 -2.56
C 2.27 -0.04 -2.02
C 2.04 -0.11 -0.64
C 3.15 -0.29 0.19
C 4.43 -0.40 -0.32
H 3.73 -0.11 -3.62
H 1.44 0.10 -2.71
H 3.02 -0.36 1.26
H 5.30 -0.54 0.32
C -1.55 4.06 -0.86
C -0.70 3.06 -0.09
C 0.78 3.44 -0.17
C -0.94 1.63 -0.59
H -1.41 5.08 -0.49
H -2.61 3.81 -0.79
H -1.28 4.05 -1.92
H -1.00 3.12 0.97
H 1.14 3.37 -1.20
H 1.41 2.77 0.43
H 0.96 4.45 0.19
H -0.83 1.64 -1.68
H -1.99 1.33 -0.43
```

The relative energy (zero: lowest compared OMol25 entry of this formula, charge and spin) comes out at 1.192 eV. For the HOMO energy, the calculation gives -11.17 eV. For the frontier orbital gap, the calculation gives 8.09 eV. As for the total charge: +1. The largest force on an atom comes out at 0.52 eV/Å. The LUMO energy is -0.1131 Ha.

***

A structure of composition C28H49MnN3OPS3Si. Source: OMol25; level of theory: wB97M-V/def2-TZVPD.

```
87
C28H49MnN3OPS3Si | OMol25 | wB97M-V/def2-TZVPD
Mn 0.16 -0.07 0.26
C -0.67 2.03 -4.85
Si -2.37 1.64 -4.16
C -3.62 2.88 -4.77
C -2.90 -0.09 -4.61
C -2.29 1.80 -2.27
C -3.02 2.75 -1.57
C -2.93 2.89 -0.18
C -2.09 2.04 0.51
N -1.40 1.09 -0.14
C -1.47 0.98 -1.47
S -0.39 -0.28 -1.98
H -0.69 2.00 -5.94
H 0.07 1.30 -4.51
H -0.34 3.02 -4.54
H -3.73 2.79 -5.85
H -3.32 3.91 -4.56
H -4.61 2.72 -4.33
H -2.98 -0.19 -5.70
H -3.88 -0.33 -4.19
H -2.19 -0.84 -4.26
H -3.68 3.42 -2.11
H -3.49 3.64 0.35
H -1.96 2.08 1.58
S 1.63 -1.63 0.86
C 2.42 -2.29 -0.56
C 2.77 -3.64 -0.57
C 3.41 -4.18 -1.67
C 3.72 -3.37 -2.76
C 3.40 -2.02 -2.74
C 2.76 -1.47 -1.64
H 2.53 -4.26 0.29
H 3.67 -5.23 -1.68
H 4.22 -3.79 -3.62
H 3.66 -1.39 -3.58
H 2.50 -0.42 -1.61
C 0.64 3.75 3.57
N 1.70 2.93 3.03
C 3.09 3.40 3.01
C 3.82 2.26 2.29
N 2.83 1.20 2.33
C 1.62 1.66 2.64
S 0.19 0.72 2.63
H 0.56 4.68 3.00
H 0.84 3.99 4.62
H -0.30 3.20 3.50
H 3.45 3.56 4.03
H 3.15 4.35 2.47
H 4.73 1.96 2.82
H 4.08 2.52 1.26
H 2.91 0.33 1.82
C -2.81 -3.54 2.59
C -1.46 -2.93 2.20
C -0.97 -2.09 3.37
P -1.38 -2.10 0.50
C -0.82 -3.60 -0.48
C -0.39 -3.45 -1.94
C -1.82 -4.76 -0.39
C -3.17 -1.86 0.11
C -3.82 -0.79 0.99
C -3.55 -1.68 -1.35
H -2.66 -4.13 3.50
H -3.26 -4.20 1.85
H -3.54 -2.77 2.84
H -0.74 -3.75 2.07
H -1.56 -1.18 3.49
H 0.08 -1.82 3.28
H -1.09 -2.66 4.29
H 0.07 -3.89 0.08
H -1.23 -3.21 -2.60
H 0.01 -4.42 -2.26
H 0.38 -2.71 -2.09
H -2.77 -4.51 -0.87
H -2.01 -5.08 0.63
H -1.41 -5.61 -0.93
H -3.58 -2.82 0.42
H -3.74 0.19 0.53
H -3.38 -0.73 1.99
H -4.88 -1.01 1.11
H -3.31 -0.68 -1.72
H -4.63 -1.80 -1.45
H -3.07 -2.40 -2.01
C 1.16 2.40 -0.95
O 1.24 1.29 -0.09
H 2.05 3.01 -0.81
H 0.28 3.02 -0.72
H 1.10 2.09 -2.00
```

The relative energy (zero: lowest compared OMol25 entry of this formula, charge and spin) comes out at 0.000 eV. For the HOMO energy (alpha / beta), the calculation gives -10.69 / -10.75 eV. Its multiplicity is 2. For the frontier orbital gap (alpha / beta), the calculation gives 6.72 / 6.25 eV. As for the total charge: +1. The largest force on an atom comes out at 0.79 eV/Å. The LUMO energy (alpha / beta) is -0.1456 / -0.1656 Ha.